[1]
Molecular formula: C4H9NO2
Method: DFT, the ωB97M-V functional and the def2-TZVPD basis

Summary:
charge	+1
energy above the lowest of the compared OMol25 structures with the same formula, charge and spin	5.2	kcal/mol
spin multiplicity	2
<S²>	0.75
orbital gap (spin up / spin down)	12.67 / 8.09	eV

CARTESIAN COORDINATES (ANGSTROEM)
O1 0.44179 1.25205 1.29395
C1 0.39655 0.06956 1.56415
O2 0.35676 -0.41820 2.78777
C2 0.41977 -0.99976 0.48386
C3 -0.73000 -0.77733 -0.49653
C4 -0.41348 0.17985 -1.63026
N1 0.19543 1.38630 -1.16872
H1 0.47654 0.30523 3.42539
H2 1.40169 -0.74825 0.05052
H3 0.62250 -1.94133 0.98423
H4 -1.06235 -1.71847 -0.91837
H5 -1.56598 -0.38715 0.08458
H6 0.23227 -0.27063 -2.39436
H7 -1.36369 0.42978 -2.12421
H8 0.16825 2.18508 -1.79766
H9 0.42396 1.45329 -0.14432

[2]
Molecular formula: C23H28N11O6S4Zn
Method: DFT, the ωB97M-V functional and the def2-TZVPD basis

Summary:
charge	-1
energy above the lowest of the compared OMol25 structures with the same formula, charge and spin	0.7	kcal/mol
orbital gap	5.80	eV

CARTESIAN COORDINATES (ANGSTROEM)
Zn1 1.08705 -0.25744 0.15645
N1 -2.19042 -2.05085 0.34909
C1 -1.36832 -2.15789 1.40107
N2 -0.13376 -1.72481 1.43255
C2 0.46790 -2.01600 2.63980
C3 -0.29993 -2.66072 3.54402
S1 -1.86709 -2.95347 2.86976
C4 1.84031 -1.53399 2.79999
C5 2.79212 -1.97334 3.64697
S2 4.25370 -1.08079 3.38918
C6 3.47613 -0.17964 2.12420
N3 2.21714 -0.51288 1.95241
N4 4.07760 0.79809 1.43474
H1 -1.92408 -1.50917 -0.46851
H2 -3.18415 -2.16369 0.46092
H3 -0.05853 -2.93415 4.55642
H4 2.73966 -2.78609 4.34986
H5 5.08260 0.78795 1.41382
H6 3.56928 1.04387 0.54877
O1 2.44484 0.98537 -0.64194
C7 2.95484 0.75125 -1.86623
C8 1.88400 0.76437 -2.96486
C9 2.16622 -0.00975 -4.25117
C10 3.17715 0.62573 -5.19846
C11 4.51690 0.95013 -4.54622
C12 4.39455 2.04874 -3.48311
N5 4.05484 1.65758 -2.12264
H7 1.65084 1.81630 -3.16591
H8 1.00159 0.32533 -2.50818
H9 1.21666 -0.12943 -4.78132
H10 2.49489 -1.01616 -3.98838
H11 2.76199 1.55703 -5.60572
H12 3.33063 -0.04162 -6.05162
H13 5.21371 1.29354 -5.31843
H14 4.94673 0.05166 -4.09499
H15 3.66465 2.78844 -3.82999
H16 5.34267 2.58645 -3.40405
H17 4.86875 1.26531 -1.66644
O2 3.67318 -2.18062 -0.05104
S3 3.03141 -1.95562 -1.32711
O3 3.65318 -0.59953 -1.89497
O4 1.56901 -1.68453 -1.17038
O5 3.27665 -2.94254 -2.34157
O6 -4.09235 0.84328 -2.25284
S4 -2.92131 -0.17010 -2.35950
N6 -1.42836 0.63135 -1.87756
C13 -0.42360 1.43815 2.84270
C14 -1.02357 1.53406 1.48585
N7 -0.55046 1.00390 0.38028
C15 -1.48440 1.24996 -0.62609
C16 -2.49272 1.99012 -0.10659
N8 -2.20027 2.16827 1.23224
C17 -3.22814 2.44233 2.20113
N9 -3.86430 1.22930 2.67602
N10 -3.76092 0.93443 3.99240
N11 -4.34551 -0.17357 4.23524
C18 -4.85187 -0.66121 3.05114
C19 -5.54004 -1.85276 2.79909
C20 -5.90415 -2.09908 1.49736
C21 -5.59293 -1.18668 0.46430
C22 -4.91163 -0.01318 0.68875
C23 -4.54542 0.23400 2.02315
H18 0.60876 1.10924 2.75575
H19 -0.96689 0.71445 3.45693
H20 -0.44458 2.40081 3.35522
H21 -1.02963 1.20479 -2.61008
H22 -3.38822 2.33683 -0.59065
H23 -3.96232 3.09771 1.73503
H24 -2.82064 2.91915 3.08928
H25 -5.75675 -2.54306 3.60309
H26 -6.42969 -3.01212 1.24846
H27 -5.86815 -1.42321 -0.55560
H28 -4.64706 0.61040 -0.16129

[3]
Molecular formula: C30H69N2O14S2
Method: DFT, the ωB97M-V functional and the def2-TZVPD basis

Summary:
charge	+1
orbital gap	7.23	eV

CARTESIAN COORDINATES (ANGSTROEM)
C1 5.32270 -1.06333 0.17333
C2 3.86380 -0.88831 -0.26002
C3 3.72351 0.21030 -1.30200
O1 4.62424 0.43079 -2.09261
O2 2.55017 0.95528 -1.40859
C4 2.23833 1.65152 -0.19951
C5 0.94540 2.43194 -0.29936
C6 -0.34880 1.64602 -0.53459
C7 -0.71706 1.45963 -2.03795
C8 -1.89211 2.36196 -2.41818
C9 -3.19338 2.00913 -1.65555
C10 -4.27459 1.29123 -2.48900
C11 -4.30488 -0.21920 -2.13018
S1 -5.73386 -0.64813 -1.16564
O3 -6.76200 -1.23358 -1.96970
O4 -6.18571 0.44149 -0.35700
O5 -5.20274 -1.80636 -0.19879
O6 -1.15861 0.13341 -2.30780
C12 -0.04821 -0.72979 -2.05220
C13 -0.27537 -2.08716 -2.71393
C14 1.01678 -2.84090 -3.03794
C15 1.89157 -2.16268 -4.10995
C16 3.39740 -2.15193 -3.73078
S2 4.28166 -3.59130 -4.30309
O7 5.65137 -3.38777 -3.96013
O8 4.08764 -3.81422 -5.69815
O9 3.75412 -4.80187 -3.39887
C17 0.09595 -0.84557 -0.53434
N1 -0.47918 0.33748 0.18769
N2 -0.04806 0.37573 1.54828
C18 -0.85135 0.97927 2.38236
C19 -0.33254 2.17172 3.12176
C20 -2.25288 0.53432 2.70983
H1 5.39072 -1.92488 0.83550
H2 5.97616 -1.17593 -0.68760
H3 5.67456 -0.19971 0.74956
H4 3.56248 -1.84734 -0.69344
H5 3.25610 -0.73682 0.63396
H6 2.25017 0.97435 0.65322
H7 3.03702 2.37886 -0.01512
H8 1.04437 3.09939 -1.16046
H9 0.88230 3.08429 0.56806
H10 -1.15285 2.27055 -0.13932
H11 0.12595 1.74939 -2.67113
H12 -2.08481 2.22916 -3.48218
H13 -1.59031 3.39810 -2.25535
H14 -3.62418 2.95327 -1.31861
H15 -2.94155 1.45418 -0.74790
H16 -4.15411 1.41590 -3.55901
H17 -5.22659 1.68989 -2.14262
H18 -3.42297 -0.54361 -1.58562
H19 -4.39125 -0.78290 -3.05710
H20 -5.96752 -2.37245 0.00231
H21 0.81997 -0.29106 -2.54614
H22 -0.99125 -2.67500 -2.13587
H23 -0.75510 -1.86008 -3.67018
H24 1.57470 -3.03081 -2.11321
H25 0.72622 -3.81733 -3.43422
H26 1.83844 -2.68897 -5.06468
H27 1.60286 -1.13182 -4.31667
H28 3.89828 -1.26255 -4.10072
H29 3.45896 -2.16618 -2.64438
H30 2.83976 -4.65293 -3.12115
H31 1.13457 -0.97135 -0.23556
H32 -0.41660 -1.74768 -0.20140
H33 -1.48914 0.14349 0.20192
H34 -0.49328 3.05332 2.49806
H35 -0.76430 2.28098 4.11223
H36 0.74761 2.03432 3.21804
H37 -2.61739 1.08651 3.56870
H38 -2.92909 0.80671 1.88247
H39 -2.33642 -0.54281 2.82488
C21 7.04291 -0.87821 4.49986
C22 7.42492 -0.57595 3.06310
O10 6.50556 0.35680 2.47884
H40 6.03316 -1.29165 4.55337
H41 7.73768 -1.59024 4.94674
H42 7.05033 0.03422 5.09327
H43 7.40052 -1.48421 2.46148
H44 8.43067 -0.15455 3.01020
H45 6.54124 1.16507 3.00439
C23 -11.10020 -2.53505 -0.97908
C24 -9.95804 -3.11838 -0.17137
O11 -8.81766 -3.37040 -0.99440
H46 -11.38189 -3.21519 -1.78487
H47 -11.97128 -2.35276 -0.34965
H48 -10.80293 -1.59170 -1.44377
H49 -10.25013 -4.06841 0.27375
H50 -9.67014 -2.43264 0.63323
H51 -8.54757 -2.53048 -1.38280
C25 10.67140 2.50267 1.31626
C26 11.36601 1.51074 2.23095
O12 10.75056 0.22542 2.15902
H52 9.61731 2.59242 1.58322
H53 11.13573 3.48775 1.38111
H54 10.71449 2.16590 0.27783
H55 11.30375 1.83860 3.26749
H56 12.42246 1.41556 1.96158
H57 10.81179 -0.07615 1.24773
C27 -14.00867 0.73201 -2.22326
C28 -14.09473 -0.51394 -1.36103
O13 -13.46766 -0.29266 -0.09743
H58 -12.96674 1.01502 -2.37776
H59 -14.47716 0.57076 -3.19529
H60 -14.50344 1.57459 -1.73444
H61 -13.58230 -1.34652 -1.83998
H62 -15.13840 -0.79967 -1.19556
H63 -13.92685 0.43780 0.32691
C29 4.75459 3.15549 6.25586
C30 5.86666 2.29740 5.68170
O14 6.75075 3.06996 4.87202
H64 4.18782 3.62947 5.45293
H65 4.07299 2.55879 6.86411
H66 5.16438 3.95500 6.87652
H67 5.45477 1.51530 5.04602
H68 6.44410 1.82342 6.48164
H69 7.13352 3.75898 5.42292

Sequential total energy output: -9870.9750; -144745.8179; -85533.4996 eV